# 1
Here is a 3-piece molecular cluster, C4H15N2O2 overall from OMol25. Energies are from the ωB97M-V functional and the def2-TZVPD basis.

Properties
total charge = +1
orbital gap = 9.243 eV

Positions of all 23 atoms, in Å:
C -1.508 -1.064 2.159
C -0.150 -1.006 1.479
C -0.105 -0.370 0.112
C -1.112 -0.581 -0.753
N -1.180 0.021 -2.081
N 0.997 0.394 -0.101
H -2.332 -1.404 1.533
H -1.786 -0.083 2.527
H -1.468 -1.763 2.975
H 0.286 -1.998 1.358
H 0.568 -0.460 2.099
H -1.880 -1.259 -0.437
H -1.933 -0.328 -2.661
H -1.324 1.034 -1.986
H -0.294 -0.027 -2.624
H 1.059 0.983 -0.924
H 1.537 0.730 0.683
H 1.898 -1.128 -2.394
H 1.769 -0.582 -3.825
O 1.442 -0.461 -2.924
H 1.516 3.072 2.658
H 2.377 3.397 1.411
O 1.624 2.883 1.716

=====

# 2
Here is a 3-piece molecular cluster, C4H15N2O2 overall from OMol25. Energies are from the ωB97M-V functional and the def2-TZVPD basis.

Properties
total charge = +1
orbital gap = 10.786 eV

Positions of all 23 atoms, in Å:
C 0.421 0.197 1.095
C -1.039 -0.107 0.894
C -1.304 -0.712 -0.480
C -2.428 0.473 -2.164
N -1.421 0.375 -1.426
N 0.825 1.345 0.157
H 1.124 -0.573 0.837
H 0.587 0.520 2.118
H -1.238 -0.851 1.667
H -1.689 0.760 1.002
H -0.470 -1.352 -0.783
H -2.186 -1.359 -0.501
H -3.179 -0.314 -2.314
H -2.593 1.343 -2.798
H 1.790 1.245 -0.205
H 0.303 1.143 -0.713
H 0.644 2.294 0.474
H 0.054 -1.983 3.461
H 1.568 -1.886 3.548
O 0.846 -2.021 2.913
H 3.713 0.130 -1.284
H 3.083 0.853 -2.448
O 2.900 0.582 -1.540

=====

# 3
Here is a 3-piece molecular cluster, C4H15N2O2 overall from OMol25. Energies are from the ωB97M-V functional and the def2-TZVPD basis.

Properties
2S+1 = 2
total charge = +2
<S²> = 0.7548
orbital gap (spin up / spin down) = 11.298 / 6.067 eV

Positions of all 23 atoms, in Å:
C -1.074 2.622 -0.359
C 0.344 2.466 0.348
C 0.721 1.001 0.493
C 1.120 0.257 -0.524
N 1.595 -1.113 -0.348
N -2.189 2.109 0.299
H -0.954 2.178 -1.341
H -1.127 3.732 -0.310
H 0.313 2.856 1.361
H 1.079 2.973 -0.266
H 0.696 0.526 1.465
H 1.205 0.636 -1.535
H 0.981 -1.880 -0.654
H 2.498 -1.249 -0.823
H 1.856 -1.315 0.625
H -2.460 2.572 1.171
H -3.034 1.947 -0.259
H -1.824 -2.577 -0.540
H -1.739 -3.772 -1.451
O -1.180 -3.121 -1.008
H 1.248 -4.036 0.630
H 0.608 -3.554 1.810
O 1.317 -3.259 1.214

=====

# 4
Here is a 2-piece molecular cluster, C4H15N2OS overall from OMol25. Energies are from the ωB97M-V functional and the def2-TZVPD basis.

Properties
total charge = +1
orbital gap = 8.638 eV

Positions of all 23 atoms, in Å:
C 0.757 -0.473 0.644
N -0.212 0.495 0.027
C -0.355 0.381 -1.451
C -1.055 -0.898 -2.015
S -0.066 -2.324 -2.177
C 2.084 0.318 1.017
N 1.657 1.688 1.416
H 0.953 -1.229 -0.055
H 0.268 -0.967 1.471
H -1.079 0.353 0.454
H 0.558 0.444 -2.013
H -0.882 1.354 -1.775
H -1.868 -1.343 -1.328
H -1.539 -0.581 -2.947
H 0.784 -1.953 -3.162
H 2.877 0.192 0.209
H 2.447 -0.183 1.844
H 2.395 2.373 1.217
H 1.338 1.738 2.445
H 0.714 1.897 0.955
H -3.471 -1.166 1.491
H -3.481 0.297 1.987
O -2.826 -0.413 1.747

=====

Values for E_tot, a.u., ordered as above
-421.16011, -421.15001, -420.68786, -744.06222
Values for energy above the lowest of the compared OMol25 structures with the same formula, charge and spin, kcal per mole, ordered as above
20.9, 27.3, 30.3, 32.1